# 1
Below is a 2-piece molecular cluster, C4H10N3O overall in a non-equilibrium geometry, with properties calculated with ωB97M-V/def2-TZVPD.

Element x y z (Å)
1 O -1.4971 1.4402 0.5952
2 N 0.7765 1.0642 -0.6367
3 N 0.0182 -0.1292 -0.7394
4 N 1.6033 -0.4424 0.9780
5 C 0.7932 -1.1479 -0.0165
6 C 2.0054 0.6925 0.3815
7 C -2.6517 -0.6695 -0.0789
8 C -1.7054 0.3697 0.2142
9 H -2.2635 -1.6948 -0.2733
10 H 1.5404 -1.6318 -0.8465
11 H 1.0048 -0.2257 1.8751
12 H 0.3196 1.8012 -0.1974
13 H 1.0648 1.3480 -1.5913
14 H 0.1261 -1.9080 0.4358
15 H 2.8809 0.5462 -0.3837
16 H 2.4378 1.5930 0.8321
17 H -3.4685 -0.6118 0.6388
18 H -2.9848 -0.3938 -1.1870

Values from the calculation:
Charge ... +1
Relative energy (zero: lowest compared OMol25 entry of this formula, charge and spin) ... 3.528 eV
E ... -10817.876 eV
Orbital gap ... 9.7 eV

Mulliken population analysis, charges in e, atoms 1 to 4: O -0.386; N -0.026; N -0.464; N -0.264


# 2
Below is an isolated ion of composition C4H10N3O2 and charge -1 in a non-equilibrium geometry, with properties calculated with ωB97M-V/def2-TZVPD.

Element x y z (Å)
1 O 3.4060 0.0876 -1.2627
2 O 4.5781 0.0658 0.5654
3 N 1.0078 -0.2666 -0.0848
4 N 2.4925 -0.1305 0.7571
5 N 3.4728 0.0026 -0.0245
6 C 0.1372 2.0636 0.4078
7 C -0.5365 -2.0986 -0.2790
8 C 0.6379 1.0133 -0.5962
9 C 0.0751 -1.0478 0.6614
10 H 0.6201 -1.5547 1.4614
11 H -0.7357 -0.4549 1.1209
12 H 1.5239 1.3973 -1.1083
13 H 0.2692 -2.6546 -0.7543
14 H -0.1339 0.8497 -1.3623
15 H -1.1827 -2.7880 0.2659
16 H -0.8346 1.7888 0.8162
17 H -1.1211 -1.6144 -1.0617
18 H 0.0411 3.0294 -0.0855
19 H 0.8493 2.1493 1.2248

Values from the calculation:
Charge ... -1
Relative energy (zero: lowest compared OMol25 entry of this formula, charge and spin) ... 2.706 eV
SMILES string ... CCN(CC)N=[N+]([O-])[O-]
E ... -12871.774 eV
Orbital gap ... 7.7 eV

Mulliken population analysis, charges in e, atoms 1 to 4: O -0.702; O -0.791; N 0.215; N -0.744


# 3
Below is C4H10N3OS as an isolated structure in a non-equilibrium geometry, with properties calculated with ωB97M-V/def2-TZVPD.

Element x y z (Å)
1 S 3.1002 -0.8891 0.1353
2 O 0.0209 -2.5141 -0.6244
3 N 2.3777 1.5501 -0.1011
4 N -1.4156 -1.1239 0.6354
5 N 0.5490 0.0316 0.0056
6 C 1.7970 0.3328 0.1188
7 C -0.2340 -1.6855 0.3836
8 C -1.7415 0.0271 -0.2847
9 C -0.5321 0.9920 0.0188
10 H 3.3447 1.6282 -0.4172
11 H 2.1048 2.2525 0.5628
12 H 0.1990 -1.8247 1.3737
13 H -2.6291 0.5756 -0.0971
14 H 2.5978 -1.8571 -0.7024
15 H -0.6870 -2.3706 -1.2594
16 H -1.8439 -0.1725 -1.2664
17 H -1.6153 -0.9363 1.6017
18 H -0.7606 1.4485 0.9005
19 H -0.5652 1.6306 -0.8635

Values from the calculation:
Charge ... +1
Relative energy (zero: lowest compared OMol25 entry of this formula, charge and spin) ... 1.270 eV
E ... -21655.174 eV
Orbital gap ... 10.3 eV

Mulliken population analysis, charges in e, atoms 1 to 4: S -0.266; O -0.388; N -0.454; N -0.306


# 4
Below is a single C4H10N4 molecule in a non-equilibrium geometry, with properties calculated with ωB97M-V/def2-TZVPD.

Element x y z (Å)
1 N -0.3778 1.4814 -1.2613
2 N 0.9329 -1.3786 -0.2742
3 N -1.3355 -1.2629 0.0280
4 N 0.4668 1.5087 0.8980
5 C 2.3257 -0.7765 -0.2979
6 C -0.1059 0.9221 -0.1304
7 C -0.2508 -0.6156 -0.0969
8 C -2.6094 -0.5599 -0.0272
9 H 3.1014 -1.4165 -0.6266
10 H -0.4527 2.4448 -1.1816
11 H -3.4126 -1.1715 -0.4232
12 H -2.4865 0.4330 -0.4575
13 H 2.5755 -0.5551 0.8077
14 H 0.4928 0.9915 1.7694
15 H -2.8901 -0.5118 1.0480
16 H 0.6986 2.5144 0.8149
17 H 2.4481 0.1584 -0.8529
18 H 0.8796 -2.2058 0.2637

Values from the calculation:
Relative energy (zero: lowest compared OMol25 entry of this formula, charge and spin) ... 1.719 eV
SMILES string ... [H]/N=C(N)/C(=N\C)NC
E ... -10269.132 eV
Orbital gap ... 9.2 eV

Mulliken population analysis, charges in e, atoms 1 to 4: N -0.660; N -0.327; N -0.633; N -0.339


# 5
Below is a 2-piece molecular cluster, C4H10N4 overall in a non-equilibrium geometry, with properties calculated with ωB97M-V/def2-TZVPD.

Element x y z (Å)
1 N -2.2486 0.8563 0.5159
2 N 0.0093 1.1562 -2.1649
3 N 0.1094 0.5482 1.2090
4 N 0.3168 0.3491 -1.2620
5 C -1.2697 0.0616 0.6452
6 C 1.5186 0.5803 -0.5644
7 C -1.4377 -1.4240 0.5411
8 C 2.3356 -0.5256 -0.3377
9 H 0.1063 1.5332 1.4501
10 H 3.3103 -0.5754 -0.8121
11 H -2.0963 -1.6457 -0.3022
12 H 0.7008 -0.1672 1.6257
13 H 2.0628 1.4284 -0.9911
14 H -0.4837 -1.9171 0.3529
15 H -1.8930 -1.8149 1.4542
16 H -0.9927 1.0663 -2.3874
17 H 1.9711 -1.3329 0.2873
18 H -2.0191 1.8232 0.7405

Values from the calculation:
Relative energy (zero: lowest compared OMol25 entry of this formula, charge and spin) ... 5.238 eV
SMILES string ... [H]/N=C(/C)N.[H]/N=N/C=C
E ... -10265.612 eV
Orbital gap (spin up / spin down) ... 8.2 / 8.2 eV

Mulliken population analysis, charges in e, atoms 1 to 4: N -0.657; N -0.917; N -0.583; N 0.467


# 6
Below is C4H10N4 as an isolated structure in a non-equilibrium geometry, with properties calculated with ωB97M-V/def2-TZVPD.

Element x y z (Å)
1 N 0.8906 0.6092 -1.4658
2 N 1.1510 -1.0598 0.0689
3 N -1.4166 -1.1512 0.3902
4 N -1.4384 1.2753 0.4640
5 C 1.3612 -0.9394 1.5356
6 C -0.9389 0.1110 0.2476
7 C 0.4737 0.0415 -0.4309
8 C -0.0672 1.4771 -2.2096
9 H -1.2014 0.9660 -2.4182
10 H -0.6866 -1.9384 0.4348
11 H -1.9827 -1.3717 1.2468
12 H 1.6610 0.1016 1.7225
13 H 2.0227 -1.5684 2.2719
14 H 2.0447 -0.9842 -0.3133
15 H 0.3599 -1.0576 2.0873
16 H -2.4001 1.2769 0.9206
17 H 0.5459 1.7260 -3.2011
18 H -0.3789 2.4861 -1.3512

Values from the calculation:
Relative energy (zero: lowest compared OMol25 entry of this formula, charge and spin) ... 3.466 eV
E ... -10267.385 eV
Orbital gap ... 9.9 eV

Mulliken population analysis, charges in e, atoms 1 to 4: N -0.593; N -0.388; N -0.500; N -0.624


# 7
Below is a single C4H10N4 molecule in a non-equilibrium geometry, with properties calculated with ωB97M-V/def2-TZVPD.

Element x y z (Å)
1 N -0.8948 -1.3400 0.4555
2 N -1.9088 0.5944 -0.6681
3 N 1.1946 -0.9469 -0.8722
4 N -0.3715 -0.5012 1.4094
5 C 1.4216 0.1930 0.0403
6 C -0.6316 1.3010 -0.1165
7 C 0.2795 0.5817 0.7942
8 C -1.8643 -0.6624 -0.4051
9 H 0.1757 1.7215 -0.8953
10 H -0.3563 -2.1499 0.3358
11 H -2.2672 -1.3461 -1.0756
12 H -1.0474 -0.3455 2.2429
13 H 0.2734 -0.7990 -1.6447
14 H 1.7922 1.1993 -0.6337
15 H 2.1784 -0.7562 -1.2726
16 H -1.0257 2.4152 0.4166
17 H 2.1853 -0.3002 0.5107
18 H 0.8669 1.1414 1.3784

Values from the calculation:
Relative energy (zero: lowest compared OMol25 entry of this formula, charge and spin) ... 6.443 eV
SMILES string ... NC[C@H]1CN=CNN1
E ... -10264.408 eV
Orbital gap ... 9.3 eV

Mulliken population analysis, charges in e, atoms 1 to 4: N -0.233; N -0.431; N -0.630; N -0.419


# 8
Below is a 2-piece molecular cluster, C4H10N4 overall in a non-equilibrium geometry, with properties calculated with ωB97M-V/def2-TZVPD.

Element x y z (Å)
1 N 2.1384 -0.5377 -5.2462
2 N 2.4420 0.3759 -5.9949
3 N 1.9645 -1.6912 -5.5921
4 N 2.5693 -0.0710 -7.3554
5 C 2.3702 -1.2672 -7.6229
6 C 1.6416 -2.9015 -4.9745
7 C -2.8622 2.0700 9.0632
8 C -3.6507 2.6283 10.0624
9 H 2.2633 -3.0405 -4.0839
10 H 1.8333 -3.7246 -5.6637
11 H 0.5837 -2.9190 -4.6916
12 H -2.1301 2.6629 8.5215
13 H 2.8277 0.7345 -7.9298
14 H -4.4201 1.9889 10.4916
15 H 2.3469 -1.9805 -8.4101
16 H -4.0119 3.6410 9.7933
17 H -2.9651 3.0058 10.8587
18 H -2.9409 1.0257 8.7745

Values from the calculation:
Charge ... +2
Relative energy (zero: lowest compared OMol25 entry of this formula, charge and spin) ... 6.192 eV
E ... -10247.149 eV
Orbital gap ... 7.0 eV

Mulliken population analysis, charges in e, atoms 1 to 4: N 0.141; N -0.457; N 0.120; N 0.182


# 9
Below is a 2-piece molecular cluster, C4H10N4 overall in a non-equilibrium geometry, with properties calculated with ωB97M-V/def2-TZVPD.

Element x y z (Å)
1 N -0.0052 2.1463 -1.1245
2 N 1.8262 -2.7093 -0.4019
3 N 0.4278 -1.3290 1.1018
4 N -0.4628 -0.0931 -1.0566
5 C -0.8583 1.0747 -1.4125
6 C -0.4795 3.1837 -0.5588
7 C 0.9656 -2.0587 0.3148
8 C -0.4277 -1.0266 2.1052
9 H -1.8213 1.2586 -1.8958
10 H 0.0008 -0.6198 3.0524
11 H -1.2145 -0.3262 1.6843
12 H 0.9307 2.1189 -1.4425
13 H -1.5552 3.1571 -0.2238
14 H -0.9869 -0.8600 -1.1321
15 H 0.1703 3.9897 -0.1884
16 H 1.5606 -3.5406 -0.9127
17 H 2.7722 -2.4328 -0.3418
18 H -0.8426 -1.9329 2.4329

Values from the calculation:
Charge ... +2
2S+1 ... 3
Relative energy (zero: lowest compared OMol25 entry of this formula, charge and spin) ... 2.617 eV
E ... -10246.813 eV
Expectation value of S² ... 2.0208
Orbital gap (spin up / spin down) ... 6.9 / 7.7 eV

Mulliken population analysis, charges in e, atoms 1 to 4: N -0.070; N -0.342; N -0.028; N -0.280


# 10
Below is a 2-piece molecular cluster, C4H10N4O overall in a non-equilibrium geometry, with properties calculated with ωB97M-V/def2-TZVPD.

Element x y z (Å)
1 O -1.4355 1.5546 0.9474
2 N 0.1810 -2.0450 -0.3825
3 N 0.9408 0.7739 1.8694
4 N -1.9408 -0.4781 0.0239
5 N -0.3083 0.2783 -2.2899
6 C 0.2010 -0.1438 1.0351
7 C 0.5239 1.1625 -1.9969
8 C -1.0482 0.3089 0.6400
9 C 0.7639 -1.3374 0.5339
10 H 1.7901 -1.5457 0.8670
11 H 0.6920 -2.8784 -0.6540
12 H 1.4846 0.9886 -1.4907
13 H -0.0508 -0.7080 -1.9510
14 H 0.3027 2.1950 -2.2508
15 H 0.9053 0.4945 2.8488
16 H 1.9184 0.8079 1.5967
17 H -2.6969 -0.0311 -0.4701
18 H -0.7037 1.9390 1.4674
19 H -1.5194 -1.3358 -0.3437

Values from the calculation:
Relative energy (zero: lowest compared OMol25 entry of this formula, charge and spin) ... 1.552 eV
SMILES string ... [H]/N=C/C(N)=C(\N)O.C=N
E ... -12316.983 eV
Orbital gap ... 8.6 eV

Mulliken population analysis, charges in e, atoms 1 to 4: O -0.569; N -0.751; N -0.622; N -0.397